C56H128AlB4N8O32 | ωB97M-V/def2-TZVPD

Calculated values
Charge ... -1
E_HOMO ... -6.69 eV
Kohn-Sham gap ... 0.128 Ha
Electronic energy ... -5397.801602 hartree
LUMO level ... -0.118 hartree

Last column: Mulliken charge in e.
Atoms and positions in Å:
1 Al -2.167 -2.114 1.291  0.9958
2 B -0.172 -0.907 -0.727  6.4284
3 H 0.246 -1.376 0.150  -1.7248
4 H -0.401 -1.559 -1.556  -1.1538
5 H -1.071 -0.460 -0.333  -1.3634
6 H 0.486 -0.135 -1.097  -0.5208
7 B -3.883 -4.494 0.972  2.2036
8 H -3.509 -4.287 -0.019  -0.6625
9 H -4.460 -5.405 1.005  -0.1272
10 H -3.049 -4.528 1.656  -1.0708
11 H -4.507 -3.680 1.308  -0.4456
12 O 9.267 0.777 4.551  -0.6331
13 C 8.501 0.805 3.602  0.6507
14 O 7.375 1.514 3.543  -0.6104
15 B 6.784 1.383 2.185  1.4610
16 O 7.599 0.377 1.530  -0.6146
17 C 8.684 0.162 2.230  0.4838
18 O 9.670 -0.469 1.883  -0.6388
19 O 6.858 2.645 1.385  -0.4919
20 C 5.677 3.003 0.972  -0.0039
21 O 5.383 3.982 0.362  -0.5758
22 C 4.683 1.941 1.450  0.4884
23 O 5.329 1.097 2.187  -0.3230
24 O 3.409 1.970 1.252  -0.2359
25 O -2.347 0.054 3.558  0.4852
26 C -2.381 0.643 4.680  -0.1055
27 O -2.705 0.088 5.795  -0.3315
28 B -2.438 1.008 6.925  0.9424
29 O -2.080 2.272 6.286  -0.5516
30 C -1.956 2.115 4.969  0.1363
31 O -1.553 2.903 4.142  -0.5815
32 O -1.342 0.440 7.725  -0.4422
33 C -1.700 0.190 8.938  0.8294
34 O -0.989 -0.357 9.779  -0.6585
35 C -3.175 0.681 9.058  0.3399
36 O -3.542 1.144 7.873  -0.5097
37 O -3.816 0.465 10.084  -0.6075
38 C 1.254 -1.181 -5.969  -0.4124
39 O 1.830 -2.180 -5.185  -0.5924
40 C 1.516 -2.104 -3.752  0.8344
41 C 2.731 -1.299 -3.102  -0.5178
42 N 2.540 -1.433 -1.627  0.5537
43 C 3.499 -0.565 -0.919  1.9519
44 C 4.961 -0.992 -1.163  -0.8552
45 O 5.625 -0.335 -2.245  -0.4429
46 C 5.657 1.107 -2.175  -0.0884
47 H 0.192 -1.300 -5.756  0.1348
48 H 1.561 -1.316 -7.006  0.3538
49 H 1.567 -0.173 -5.694  0.2001
50 H 1.459 -3.145 -3.432  -0.6132
51 H 0.494 -1.739 -3.647  -0.1096
52 H 2.759 -0.264 -3.440  0.1254
53 H 3.677 -1.799 -3.308  0.5712
54 H 1.589 -1.236 -1.349  -1.2590
55 H 3.275 -0.610 0.147  -0.7970
56 H 3.208 0.462 -1.142  -0.4008
57 H 5.111 -2.071 -1.129  0.3709
58 H 5.425 -0.751 -0.206  0.0693
59 H 6.152 1.463 -1.271  0.0254
60 H 4.694 1.601 -2.303  -0.1544
61 H 6.222 1.561 -2.989  0.4626
62 C 0.741 -5.755 -3.039  -1.0836
63 O -0.057 -5.469 -1.904  -0.0729
64 C 0.287 -6.188 -0.715  -1.3060
65 C -0.305 -5.532 0.530  -0.2512
66 N 0.083 -4.118 0.543  1.2036
67 C 1.514 -3.868 0.906  0.4742
68 C 2.152 -4.787 2.047  -1.0891
69 O 1.621 -4.479 3.312  -0.5124
70 C 2.296 -4.931 4.443  -0.5889
71 H 0.233 -5.416 -3.941  0.2231
72 H 0.869 -6.835 -3.112  0.3897
73 H 1.695 -5.246 -2.901  0.4159
74 H 1.345 -6.415 -0.580  0.4765
75 H -0.241 -7.129 -0.867  0.6132
76 H -0.015 -6.022 1.459  0.3059
77 H -1.392 -5.478 0.478  0.3059
78 H 0.110 -4.006 -0.461  -0.8631
79 H 1.561 -2.835 1.250  -1.1528
80 H 2.135 -3.967 0.016  0.8284
81 H 3.207 -4.518 2.092  0.2474
82 H 2.098 -5.839 1.767  0.3449
83 H 1.727 -4.588 5.307  0.0922
84 H 3.229 -4.369 4.493  -0.0139
85 H 2.500 -6.001 4.481  0.3606
86 C 0.950 0.276 2.413  -0.3745
87 O 0.215 -0.857 2.869  0.9157
88 C 0.876 -1.339 4.012  -0.4759
89 C -0.207 -2.315 4.710  0.2170
90 N -0.742 -3.293 3.763  1.4958
91 C -1.597 -4.320 4.323  -0.7877
92 C -2.969 -3.796 4.878  -1.2095
93 O -3.502 -2.881 3.869  0.4694
94 C -4.783 -2.381 4.255  -0.6610
95 H 0.696 1.167 2.987  0.3396
96 H 0.658 0.402 1.370  -1.0385
97 H 2.022 0.083 2.379  -0.1579
98 H 1.263 -0.614 4.728  0.8004
99 H 1.681 -1.996 3.682  -0.5498
100 H -1.048 -1.741 5.100  -0.3846
101 H 0.270 -2.747 5.589  -0.4387
102 H 0.111 -3.789 3.543  -0.3571
103 H -1.054 -4.832 5.117  0.5761
104 H -1.796 -5.097 3.585  0.2826
105 H -2.725 -3.246 5.788  0.2114
106 H -3.673 -4.582 5.149  0.6726
107 H -5.285 -1.853 3.444  -0.1364
108 H -4.622 -1.735 5.118  0.1436
109 H -5.551 -3.097 4.550  0.3716
110 C 2.415 7.773 -1.165  -0.8742
111 O 2.499 6.920 -2.301  -0.2405
112 C 3.449 5.842 -2.104  -0.6371
113 C 3.105 4.649 -3.007  -0.7929
114 N 1.816 4.093 -2.583  0.2913
115 C 2.019 3.140 -1.495  0.1387
116 C 0.568 2.838 -0.946  0.1008
117 O -0.116 3.865 -0.272  0.2830
118 C 0.608 4.395 0.867  -0.4136
119 H 3.412 8.157 -0.949  0.3780
120 H 2.057 7.395 -0.207  0.2833
121 H 1.797 8.656 -1.326  0.2766
122 H 3.581 5.556 -1.061  0.3209
123 H 4.415 6.221 -2.439  0.5907
124 H 3.934 3.941 -2.973  0.2582
125 H 3.018 5.102 -3.994  0.4044
126 H 1.284 4.823 -2.131  -0.1916
127 H 2.609 3.588 -0.696  0.2398
128 H 2.530 2.251 -1.865  -0.4341
129 H 0.618 1.892 -0.408  -0.4569
130 H -0.112 2.427 -1.692  -0.0794
131 H 1.494 4.979 0.615  -0.1065
132 H 0.955 3.605 1.533  -0.0458
133 H -0.051 5.118 1.346  0.4161
134 C 0.437 -4.339 8.247  -0.5321
135 O 1.631 -3.587 7.887  -0.4423
136 C 1.392 -2.213 8.340  -0.2325
137 C 2.690 -1.481 7.967  -1.0910
138 N 3.078 -1.642 6.564  0.4465
139 C 4.388 -1.029 6.327  -1.4530
140 C 4.868 -1.239 4.849  0.8328
141 O 5.001 -2.612 4.501  -0.4616
142 C 5.190 -2.799 3.061  -0.4381
143 H 0.546 -5.420 8.168  0.2810
144 H -0.341 -4.188 7.499  -0.0470
145 H 0.013 -4.154 9.234  0.4092
146 H 1.298 -2.258 9.425  0.6592
147 H 0.461 -1.729 8.045  0.1097
148 H 3.511 -1.887 8.558  0.3512
149 H 2.544 -0.411 8.113  0.4178
150 H 2.948 -2.551 6.143  -0.1380
151 H 5.103 -1.406 7.059  0.4563
152 H 4.292 0.033 6.553  0.4386
153 H 5.816 -0.707 4.772  0.1950
154 H 4.164 -0.735 4.188  -0.4306
155 H 6.121 -2.380 2.680  0.3144
156 H 4.316 -2.414 2.536  -0.0263
157 H 5.288 -3.839 2.752  0.4154
158 C -2.049 1.889 0.797  -0.2236
159 O -2.964 0.789 1.043  0.5273
160 C -4.362 1.286 1.013  -1.0312
161 C -5.281 0.012 1.079  -0.0971
162 N -4.941 -1.127 0.225  0.0847
163 C -4.744 -0.889 -1.176  -0.4728
164 C -4.422 -2.155 -1.942  -1.1881
165 O -2.987 -2.369 -1.723  0.6003
166 C -2.417 -3.117 -2.805  -0.3246
167 H -1.019 1.711 1.107  -0.8352
168 H -2.307 2.736 1.433  0.8465
169 H -2.134 2.136 -0.261  0.0526
170 H -4.560 1.853 0.103  0.3112
171 H -4.532 1.928 1.878  0.5759
172 H -6.299 0.351 0.889  0.5513
173 H -5.351 -0.431 2.073  -0.7067
174 H -5.779 -1.689 0.262  0.2659
175 H -3.970 -0.130 -1.286  -0.0496
176 H -5.597 -0.320 -1.547  0.5165
177 H -4.758 -2.092 -2.977  0.3944
178 H -4.903 -3.012 -1.471  0.4354
179 H -1.507 -3.670 -2.573  -0.4827
180 H -2.248 -2.548 -3.720  -0.1533
181 H -3.136 -3.875 -3.117  0.5654
182 C -4.600 6.117 -0.996  -0.7517
183 O -3.436 6.170 -1.855  -0.4058
184 C -2.880 4.902 -2.234  -0.0012
185 C -1.450 5.140 -2.749  0.3854
186 N -1.557 5.760 -4.060  -0.2832
187 C -0.332 6.444 -4.504  -0.0633
188 C -0.540 6.818 -6.013  -0.5907
189 O 0.491 7.766 -6.369  -0.2487
190 C 0.528 8.201 -7.682  -0.8144
191 H -5.443 5.680 -1.534  0.3259
192 H -4.869 7.138 -0.728  0.2661
193 H -4.445 5.530 -0.091  0.2292
194 H -3.519 4.398 -2.960  0.4773
195 H -2.922 4.181 -1.418  -0.2004
196 H -0.885 4.209 -2.791  -0.4059
197 H -0.944 5.827 -2.071  0.0748
198 H -2.315 6.427 -4.060  0.3508
199 H 0.466 5.705 -4.435  -0.0756
200 H -0.169 7.309 -3.861  0.2467
201 H -1.525 7.215 -6.261  0.3679
202 H -0.318 5.940 -6.621  0.3206
203 H 0.915 7.361 -8.259  0.3357
204 H 1.316 8.949 -7.769  0.2297
205 H -0.432 8.537 -8.075  0.2812
206 C -1.453 0.903 -3.992  -0.0198
207 O -1.513 0.856 -5.435  -0.4550
208 C -2.828 0.401 -5.781  -0.0284
209 C -2.883 0.204 -7.280  -0.7324
210 N -4.195 -0.219 -7.709  -0.1052
211 C -4.422 -0.327 -9.210  -0.7499
212 C -5.890 -0.493 -9.529  -0.4912
213 O -6.406 -1.706 -8.963  -0.2943
214 C -7.756 -1.948 -9.172  -0.7177
215 H -0.420 1.063 -3.683  0.0552
216 H -1.626 -0.103 -3.611  -0.0572
217 H -2.163 1.594 -3.538  0.2772
218 H -3.641 1.031 -5.421  0.3285
219 H -2.877 -0.593 -5.337  -0.1963
220 H -2.179 -0.590 -7.531  0.3015
221 H -2.647 1.158 -7.750  0.3611
222 H -4.441 -1.032 -7.163  0.1982
223 H -3.762 -1.020 -9.732  0.3870
224 H -4.178 0.624 -9.683  0.3643
225 H -5.945 -0.446 -10.616  0.3527
226 H -6.342 0.380 -9.057  0.3124
227 H -8.032 -2.705 -8.438  0.2279
228 H -7.827 -2.405 -10.159  0.2751
229 H -8.387 -1.063 -9.095  0.3069

C56H130N6O5 | ωB97M-V/def2-TZVPD

Calculated values
Charge ... 0
E_HOMO ... -8.13 eV
Structure (SMILES) ... CCN(CC)CC.CCN(CC)CC.CCN(CC)CC.CCN(CC)CC.CCN(CC)CC.CCN(CC)CC.C1CCOC1.C1CCOC1.C1CCOC1.C1CCOC1.C1CCOC1
Kohn-Sham gap ... 0.311 Ha
Electronic energy ... -2916.014773 hartree
LUMO level ... 0.012 hartree
Energy above the lowest of the compared OMol25 structures with the same formula, charge and spin ... 5.563 eV

Last column: Mulliken charge in e.
Atoms and positions in Å:
1 C 5.061 -4.027 5.996  -1.3576
2 C 3.663 -4.505 5.477  -0.4533
3 N 2.804 -3.353 5.458  0.0647
4 C 3.126 -2.328 4.458  -0.6269
5 C 2.148 -1.290 4.052  -0.9174
6 C 1.416 -3.830 5.343  -0.9590
7 C 1.155 -4.650 4.094  -0.6550
8 H 5.777 -4.841 6.108  0.4142
9 H 4.979 -3.688 7.029  0.3504
10 H 5.484 -3.202 5.423  0.2952
11 H 3.897 -4.986 4.528  0.3166
12 H 3.333 -5.278 6.171  0.4266
13 H 3.898 -1.726 4.936  0.3482
14 H 3.515 -2.869 3.595  0.4449
15 H 2.736 -0.415 3.772  0.4447
16 H 1.593 -1.573 3.158  -0.2291
17 H 1.454 -1.063 4.862  0.5031
18 H 0.747 -2.969 5.346  0.3634
19 H 1.261 -4.342 6.292  0.4538
20 H 1.722 -5.578 4.174  0.3145
21 H 1.401 -3.967 3.281  0.1342
22 H 0.070 -4.703 3.996  0.3188
23 C -7.630 5.413 1.907  -1.3531
24 C -6.248 5.613 1.260  -0.5074
25 N -5.457 4.411 1.279  0.4754
26 C -5.135 3.842 2.608  -0.8662
27 C -5.862 2.483 2.904  -1.0987
28 C -4.365 4.505 0.305  -0.1415
29 C -4.761 4.445 -1.128  -1.5406
30 H -8.240 4.889 1.172  0.2946
31 H -8.132 6.380 1.911  0.4523
32 H -7.746 5.119 2.951  0.3276
33 H -6.331 5.952 0.228  0.3627
34 H -5.637 6.422 1.663  0.3559
35 H -4.055 3.912 2.737  0.2678
36 H -5.502 4.492 3.401  0.4480
37 H -6.950 2.534 2.859  0.3576
38 H -5.603 1.711 2.179  0.2351
39 H -5.693 2.131 3.921  0.4330
40 H -3.705 3.651 0.454  -0.0236
41 H -3.671 5.313 0.535  0.2892
42 H -3.843 4.312 -1.700  0.3900
43 H -5.344 5.312 -1.439  0.3624
44 H -5.418 3.578 -1.198  0.3980
45 C -1.323 1.440 1.832  -0.9402
46 C 0.136 1.002 1.505  0.5113
47 N 0.361 1.054 0.030  0.4532
48 C 1.785 1.090 -0.259  -1.5276
49 C 2.620 -0.144 0.065  0.4108
50 C -0.399 -0.111 -0.483  0.3370
51 C -0.298 -0.266 -2.004  -1.7344
52 H -1.987 0.577 1.774  0.4750
53 H -1.493 2.329 1.225  -0.3056
54 H -1.236 1.694 2.888  0.3856
55 H 0.801 1.709 2.001  0.0026
56 H 0.451 0.029 1.884  -0.1809
57 H 1.838 1.329 -1.321  0.5281
58 H 2.285 1.950 0.187  0.7248
59 H 3.634 0.138 -0.218  0.0833
60 H 2.610 -0.390 1.127  -0.0183
61 H 2.265 -1.032 -0.458  -0.4854
62 H -1.479 -0.090 -0.339  0.3766
63 H -0.072 -1.082 -0.110  -0.2494
64 H 0.763 -0.262 -2.257  0.3052
65 H -0.690 0.678 -2.381  0.2805
66 H -0.892 -0.999 -2.549  0.4800
67 C -1.273 -1.289 -6.730  -1.2085
68 C -0.680 -2.677 -6.499  -0.5231
69 N -0.130 -2.739 -5.121  1.2261
70 C 0.286 -4.067 -4.678  -0.0636
71 C -0.936 -5.071 -4.616  -1.3369
72 C 0.754 -1.666 -4.789  -0.9163
73 C 1.956 -1.539 -5.719  -1.6828
74 H -1.722 -1.222 -7.721  0.4443
75 H -0.531 -0.491 -6.726  0.3025
76 H -2.031 -0.919 -6.040  0.1703
77 H -1.423 -3.427 -6.772  0.3574
78 H 0.108 -2.840 -7.235  0.3506
79 H 0.552 -3.918 -3.632  -0.1675
80 H 1.146 -4.538 -5.155  0.0893
81 H -0.707 -5.927 -3.981  0.3710
82 H -1.282 -5.359 -5.609  0.3875
83 H -1.736 -4.460 -4.200  0.2183
84 H 0.196 -0.741 -4.638  0.5474
85 H 1.101 -1.927 -3.789  0.3901
86 H 2.678 -2.317 -5.965  0.1998
87 H 1.595 -1.240 -6.703  0.3762
88 H 2.535 -0.760 -5.222  0.4583
89 C 3.316 -6.198 -3.988  -1.0486
90 C 4.508 -6.009 -3.102  -0.4324
91 N 5.040 -4.653 -2.996  0.0604
92 C 4.104 -3.951 -2.145  0.3279
93 C 4.452 -2.489 -2.000  -0.6888
94 C 6.382 -4.617 -2.406  0.1328
95 C 7.634 -5.128 -3.278  -1.2395
96 H 3.334 -7.236 -4.319  0.4585
97 H 3.362 -5.573 -4.880  0.2516
98 H 2.456 -5.833 -3.426  0.0222
99 H 4.262 -6.382 -2.108  0.3446
100 H 5.197 -6.787 -3.430  0.4532
101 H 3.083 -4.021 -2.522  -0.4268
102 H 4.041 -4.372 -1.142  0.3256
103 H 3.542 -1.931 -1.775  -0.3380
104 H 5.200 -2.270 -1.237  0.3577
105 H 4.801 -2.195 -2.990  0.4549
106 H 6.430 -5.130 -1.445  0.3528
107 H 6.665 -3.611 -2.095  -0.1799
108 H 7.375 -6.039 -3.819  0.3283
109 H 8.499 -5.430 -2.688  0.3770
110 H 8.027 -4.433 -4.020  0.3193
111 C 1.177 9.084 -0.978  -1.1020
112 C 0.130 8.406 0.038  -0.7757
113 N -0.588 7.233 -0.515  0.5949
114 C 0.329 6.205 -1.087  -0.9562
115 C -0.197 4.807 -0.904  -0.8821
116 C -1.712 7.610 -1.378  -0.6982
117 C -2.941 8.177 -0.634  -0.9039
118 H 1.515 8.349 -1.708  0.2586
119 H 2.088 9.299 -0.420  0.3977
120 H 0.722 9.903 -1.535  0.3371
121 H 0.637 8.050 0.934  0.3476
122 H -0.511 9.225 0.364  0.3998
123 H 0.459 6.229 -2.169  0.2280
124 H 1.259 6.394 -0.551  0.6199
125 H 0.636 4.187 -1.234  0.2827
126 H -0.519 4.495 0.090  -0.0028
127 H -0.978 4.696 -1.656  0.4144
128 H -2.016 6.777 -2.012  0.4624
129 H -1.484 8.377 -2.118  0.3450
130 H -3.550 8.613 -1.426  0.3766
131 H -2.643 8.934 0.091  0.3227
132 H -3.550 7.445 -0.104  -0.0337
133 C 8.251 0.837 0.600  -0.3468
134 C 6.969 0.356 0.053  -0.3246
135 C 7.293 -0.286 -1.297  -0.1671
136 O 8.585 0.282 -1.562  -0.5028
137 C 8.866 1.329 -0.671  -0.5837
138 H 8.766 -0.057 0.953  0.2242
139 H 8.139 1.498 1.459  0.3546
140 H 6.155 1.065 -0.096  0.1692
141 H 6.621 -0.440 0.711  0.2152
142 H 6.687 0.054 -2.137  0.2636
143 H 7.315 -1.375 -1.286  0.0201
144 H 8.609 2.313 -1.062  0.2497
145 H 9.941 1.508 -0.650  0.3312
146 C -3.826 -1.752 -2.764  1.2245
147 C -4.467 -0.683 -1.839  -0.4259
148 C -5.800 -1.217 -1.399  0.1704
149 O -6.114 -2.336 -2.260  -0.4709
150 C -5.077 -2.499 -3.218  -0.7133
151 H -3.215 -2.371 -2.108  -0.8073
152 H -3.254 -1.410 -3.626  0.0805
153 H -4.582 0.219 -2.440  0.3912
154 H -3.784 -0.404 -1.036  -0.1553
155 H -6.542 -0.422 -1.317  0.3666
156 H -5.633 -1.586 -0.387  -0.3052
157 H -5.319 -2.040 -4.176  0.3336
158 H -5.045 -3.563 -3.453  0.3058
159 C -1.068 -3.605 1.038  0.9596
160 C -0.277 -4.452 0.016  -0.5348
161 C -1.297 -4.988 -1.032  0.2959
162 O -2.628 -4.701 -0.490  -0.5546
163 C -2.575 -3.560 0.495  0.6479
164 H -0.542 -2.655 1.129  -0.5976
165 H -1.077 -4.027 2.043  -0.2400
166 H 0.055 -5.397 0.447  0.3666
167 H 0.626 -3.951 -0.330  0.1819
168 H -1.269 -6.075 -1.100  0.4743
169 H -1.215 -4.520 -2.013  -0.5480
170 H -3.332 -3.669 1.271  -0.0830
171 H -2.853 -2.619 0.020  -0.3723
172 C 0.050 4.467 3.143  0.7664
173 C 0.860 3.566 4.060  -0.4836
174 C 1.498 4.631 4.921  -0.6197
175 O 0.630 5.747 4.897  -0.4359
176 C -0.291 5.744 3.843  -0.3566
177 H -0.791 4.023 2.610  -0.3510
178 H 0.654 4.664 2.257  0.0019
179 H 1.535 2.855 3.585  0.2382
180 H 0.252 2.968 4.740  0.2441
181 H 2.454 4.843 4.441  0.2932
182 H 1.652 4.320 5.954  0.3269
183 H -0.407 6.538 3.105  0.1491
184 H -1.343 5.717 4.126  0.2430
185 C -6.801 -1.884 3.417  -0.6919
186 C -5.885 -1.021 4.240  -0.2233
187 C -4.444 -1.375 3.606  -0.0378
188 O -4.558 -2.759 3.241  -0.4722
189 C -5.935 -3.073 2.882  -0.3141
190 H -7.271 -1.279 2.642  0.2688
191 H -7.588 -2.268 4.065  0.3167
192 H -5.976 -1.219 5.308  0.3755
193 H -6.166 0.030 4.181  -0.0388
194 H -3.728 -0.954 4.311  0.4259
195 H -4.286 -0.888 2.643  -0.1009
196 H -6.210 -4.058 3.261  0.4155
197 H -6.013 -3.088 1.795  0.1047

- What is the LUMO level in the second record?
  0.012 hartree

- Look up the electronic energy of the first one.
  -5397.801602 hartree

- Number 2 is which compound?
  C56H130N6O5